# 1
Molecular formula: C3H7FOS
Method: DFT, the ωB97M-V functional and the def2-TZVPD basis

Geometry as XYZ:
```
13
Properties=species:S:1:pos:R:3
O 1.1649 -1.3891 0.0814
C 1.0712 -0.2118 -0.6247
C 0.3115 0.7865 0.2389
F -0.1968 1.8556 -0.4518
C -0.8690 0.1210 0.9103
S -1.9191 -0.6220 -0.3762
H 0.5760 -2.0136 -0.4013
H 0.5515 -0.4209 -1.5843
H 2.1730 0.0555 -0.7645
H 1.0984 1.0384 0.9235
H -0.5608 -0.6197 1.6271
H -1.4520 0.9118 1.4962
H -1.9487 0.5085 -1.0746
```

## Properties
Kohn-Sham gap   10.10 eV
Energy   -691.76533 Eh
Net charge   0
LUMO energy   0.76 eV
Multiplicity   1

# 2
Molecular formula: C43H67MnNO5S3SbTe
Method: DFT, the ωB97M-V functional and the def2-TZVPD basis

Geometry as XYZ:
```
122
Properties=species:S:1:pos:R:3
Mn -0.0715 -0.6778 0.8766
C -4.2017 1.5437 0.2496
C -3.0966 0.5904 0.6381
S -1.4770 1.0364 0.1382
C -3.3382 -0.5514 1.2827
C -4.7323 -0.9996 1.6754
S -2.0366 -1.6645 1.6774
H -3.8007 2.5491 0.1102
H -4.9805 1.5843 1.0188
H -4.6766 1.2333 -0.6902
H -5.2022 -0.2839 2.3584
H -4.6748 -1.9679 2.1750
H -5.3824 -1.1027 0.7984
O 1.8551 0.2420 0.2505
H 1.9044 0.6645 1.1220
H 2.4003 -0.6288 0.4162
C -0.2840 -0.4351 9.0823
C -0.0072 0.0708 7.6864
C -0.8946 -0.1856 6.6417
C -0.6373 0.2742 5.3575
C 0.5233 1.0027 5.1112
C 1.4202 1.2562 6.1336
C 1.1508 0.7921 7.4148
S 0.7981 1.5581 3.4430
O 2.1776 2.0106 3.3637
O -0.1997 2.5792 3.2279
O 0.5792 0.3135 2.6768
H -1.2383 -0.9624 9.1245
H -0.3185 0.3894 9.8002
H 0.4971 -1.1278 9.4097
H -1.7954 -0.7617 6.8324
H -1.3168 0.0592 4.5366
H 2.3257 1.8111 5.9137
H 1.8555 0.9874 8.2189
C 1.8903 6.6175 0.3239
C 1.5695 5.4257 1.2222
C 2.5647 5.3566 2.3850
C 0.1647 5.5999 1.8042
Sb 1.5921 3.3900 0.2672
C 3.7629 3.1962 -0.2824
C 4.4292 2.5342 0.9288
C 3.8987 2.2554 -1.4804
C 4.4748 4.5112 -0.5942
C 0.7471 3.8861 -1.7556
C 0.5512 2.5485 -2.4749
C -0.6240 4.5159 -1.5034
C 1.5825 4.8052 -2.6462
H 1.9108 7.5411 0.9275
H 1.1272 6.7480 -0.4473
H 2.8586 6.5201 -0.1698
H 2.4496 6.2441 3.0282
H 3.6013 5.3305 2.0408
H 2.3915 4.4659 2.9972
H 0.1364 6.5054 2.4316
H -0.1160 4.7449 2.4217
H -0.5893 5.7091 1.0200
H 4.1018 1.4974 1.0365
H 4.1959 3.0448 1.8671
H 5.5216 2.5321 0.7937
H 3.2993 1.3524 -1.3455
H 4.9530 1.9541 -1.5859
H 3.6007 2.7337 -2.4165
H 4.5149 5.1679 0.2761
H 3.9967 5.0550 -1.4123
H 5.5149 4.2998 -0.8964
H -0.0309 1.8417 -1.8825
H 1.5050 2.0689 -2.7168
H 0.0021 2.7153 -3.4169
H -1.2016 3.9239 -0.7862
H -1.1979 4.5538 -2.4427
H -0.5365 5.5377 -1.1241
H 2.5435 4.3551 -2.8998
H 1.7741 5.7750 -2.1829
H 1.0459 4.9858 -3.5928
C 2.2645 -4.1319 1.4527
C 1.9738 -2.6986 1.0246
O 3.0117 -1.9570 0.9418
N 0.7279 -2.3661 0.7331
Te -0.5702 -4.1008 -0.6876
C -1.8194 -5.3026 -2.0833
C -3.0178 -5.8424 -1.5899
C -3.5980 -5.4514 -0.2428
C -3.7272 -6.7873 -2.3414
C -3.2923 -7.2102 -3.5860
C -4.0366 -8.2706 -4.3578
C -2.1312 -6.6354 -4.0960
C -1.3987 -5.7004 -3.3693
C -0.1393 -5.1362 -3.9863
C -0.4686 -2.4901 -2.0808
C -1.6502 -1.8142 -2.4397
C -2.9838 -2.1280 -1.8048
C -1.6025 -0.8270 -3.4232
C -0.4206 -0.4772 -4.0539
C -0.3911 0.5446 -5.1605
C 0.7450 -1.1186 -3.6573
C 0.7509 -2.1134 -2.6826
C 2.0815 -2.7367 -2.3442
H 3.0174 -4.1172 2.2430
H 2.6629 -4.6871 0.5982
H 1.3595 -4.6235 1.8033
H -3.2418 -4.4754 0.0866
H -3.3089 -6.1749 0.5278
H -4.6903 -5.4349 -0.2936
H -4.6412 -7.2107 -1.9267
H -5.0164 -8.4598 -3.9142
H -3.4846 -9.2152 -4.3584
H -4.1833 -7.9754 -5.4000
H -1.7779 -6.9351 -5.0811
H 0.0997 -5.6447 -4.9245
H 0.7015 -5.2440 -3.2955
H -0.2482 -4.0674 -4.1859
H -2.8974 -2.0811 -0.7157
H -3.3175 -3.1326 -2.0757
H -3.7396 -1.4051 -2.1230
H -2.5231 -0.3175 -3.6972
H -1.3675 1.0150 -5.2874
H -0.1134 0.0777 -6.1088
H 0.3412 1.3275 -4.9489
H 1.6865 -0.8437 -4.1282
H 2.7730 -2.6448 -3.1858
H 1.9707 -3.7873 -2.0781
H 2.5301 -2.2357 -1.4839
```

## Properties
Kohn-Sham gap (spin up / spin down)   5.39 / 5.60 eV
Energy   -4963.60632 Eh
Expectation value of S²   6.136
Net charge   -2
LUMO energy (spin up / spin down)   3.91 / 3.91 eV
Multiplicity   5

# 3
Molecular formula: C41H63AsGeO3P3RbS4Se
Method: DFT, the ωB97M-V functional and the def2-TZVPD basis

Geometry as XYZ:
```
118
Properties=species:S:1:pos:R:3
Rb 0.0239 -0.7591 0.3093
S 3.1213 -4.2736 3.4636
As 1.9465 -3.3780 1.9132
S -0.0171 -2.7913 2.7270
S 3.0346 -1.5249 1.2737
S 1.7001 -4.6405 0.1768
O -1.5589 0.5449 -1.2734
P -2.1249 0.3449 -2.6276
C -2.3410 -1.3990 -3.1256
P -0.8678 -2.4680 -2.8627
O -0.3717 -2.3869 -1.4809
C 0.4212 -1.9764 -4.0238
C 1.6519 -1.6580 -3.4545
C 2.7109 -1.2921 -4.2759
C 2.5444 -1.2527 -5.6517
C 1.3198 -1.5892 -6.2207
C 0.2609 -1.9554 -5.4065
C -1.3815 -4.1380 -3.2831
C -2.2006 -4.4962 -4.3509
C -2.5038 -5.8315 -4.5675
C -1.9876 -6.8033 -3.7167
C -1.1776 -6.4442 -2.6490
C -0.8703 -5.1090 -2.4190
C -1.1048 1.0993 -3.9084
C -1.3904 1.0414 -5.2709
C -0.5206 1.6048 -6.1898
C 0.6525 2.2069 -5.7517
C 0.9555 2.2388 -4.3995
C 0.0796 1.6880 -3.4732
C -3.8013 1.0397 -2.7003
C -4.3765 1.6749 -3.7960
C -5.6623 2.1928 -3.7072
C -6.3760 2.0841 -2.5233
C -5.7999 1.4686 -1.4202
C -4.5157 0.9529 -1.5044
H -2.7361 -1.4536 -4.1439
H -3.0989 -1.8123 -2.4511
H 1.7860 -1.7223 -2.3794
H 3.6655 -1.0493 -3.8278
H 3.3731 -0.9687 -6.2889
H 1.1955 -1.5683 -7.2966
H -0.6907 -2.2287 -5.8508
H -2.6096 -3.7404 -5.0136
H -3.1447 -6.1151 -5.3936
H -2.2264 -7.8464 -3.8877
H -0.7809 -7.1943 -1.9773
H -0.2471 -4.8187 -1.5665
H -2.2800 0.5317 -5.6237
H -0.7423 1.5517 -7.2484
H 1.3424 2.6301 -6.4713
H 1.8854 2.6750 -4.0583
H 0.3263 1.6739 -2.4168
H -3.8184 1.7908 -4.7150
H -6.1012 2.6925 -4.5618
H -7.3762 2.4935 -2.4544
H -6.3436 1.4039 -0.4862
H -4.0392 0.5172 -0.6329
C -3.6388 3.7771 2.4271
C -3.6504 2.4224 3.1391
C -4.9920 1.7331 2.9051
P -2.2421 1.3989 2.4703
C -2.3117 -0.2162 3.3823
C -2.4947 -0.1763 4.8964
C -3.2743 -1.2145 2.7295
C -0.7310 2.1738 3.2531
C -0.9116 2.9815 4.5366
C 0.0575 2.9827 2.2207
H -4.4768 4.3987 2.7595
H -3.7268 3.6360 1.3464
H -2.7165 4.3281 2.6102
H -3.5219 2.5847 4.2130
H -5.0943 1.4333 1.8577
H -5.8162 2.4143 3.1415
H -5.1045 0.8410 3.5178
H -1.3100 -0.6291 3.1882
H -3.4136 0.3426 5.1894
H -1.6531 0.3076 5.3918
H -2.5468 -1.1981 5.2798
H -4.3112 -1.0575 3.0375
H -2.9749 -2.2269 3.0061
H -3.2286 -1.1576 1.6393
H -0.1187 1.2970 3.4985
H -1.4234 3.9283 4.3458
H 0.0723 3.2109 4.9538
H -1.4747 2.4425 5.2975
H -0.4852 3.8863 1.9246
H 0.2558 2.4003 1.3202
H 1.0213 3.2824 2.6395
C 3.4018 2.6829 0.5189
C 3.3414 1.6922 -0.6323
O 2.1896 0.8822 -0.5669
H 4.3251 3.2689 0.4829
H 3.3600 2.1446 1.4685
H 2.5506 3.3655 0.4767
H 4.2405 1.0654 -0.6315
H 3.3133 2.2265 -1.5904
H 2.4202 0.1301 0.0527
C 7.5104 0.9616 4.5812
Ge 5.8603 0.2321 3.7516
C 5.9520 0.6265 1.8404
C 5.8703 -1.6840 4.0573
C 4.4741 1.3322 4.6290
Se 2.5760 1.0063 4.3223
C 2.4468 -0.8822 4.7342
H 8.3938 0.5069 4.1281
H 7.5280 0.7453 5.6518
H 7.5757 2.0439 4.4495
H 6.9301 0.3328 1.4530
H 5.8011 1.6903 1.6424
H 5.1803 0.0453 1.3305
H 6.7949 -2.0794 3.6316
H 5.0380 -2.1953 3.5688
H 5.8516 -1.9249 5.1221
H 4.6409 2.3469 4.2576
H 4.6707 1.3547 5.7043
H 3.0449 -1.4585 4.0385
H 1.4113 -1.1760 4.5567
H 2.7316 -1.0671 5.7691
```

## Properties
Kohn-Sham gap   3.48 eV
Energy   -11181.03893 Eh
Net charge   -2
LUMO energy   3.06 eV
Multiplicity   1

# 4
Molecular formula: C4H12
Method: DFT, the ωB97M-V functional and the def2-TZVPD basis

Geometry as XYZ:
```
16
Properties=species:S:1:pos:R:3
C -0.8867 0.7106 -2.0886
C -1.9902 0.6446 -1.0531
H -1.1514 1.0843 -3.0769
H -0.1043 1.3719 -1.7088
H -0.3892 -0.2501 -2.2481
H -1.5424 0.3906 -0.0903
H -2.4179 1.6442 -0.9390
H -2.8234 -0.0524 -1.1409
C 1.0223 -0.2985 1.0426
C 1.8370 -1.0749 2.0802
H 1.6863 -0.0371 0.2171
H 0.1949 -0.8595 0.6152
H 0.6167 0.6288 1.4477
H 1.4189 -0.9998 3.0875
H 2.8404 -0.6685 2.2109
H 1.8881 -2.1199 1.7997
```

## Properties
Kohn-Sham gap   12.80 eV
Energy   -159.57867 Eh
Net charge   0
LUMO energy   1.15 eV
Multiplicity   1

Record order is preserved below.
Energy relative to the best compared isomer or geometry (same formula, charge and spin): 87.7; 30.2; 67.6; 16.5 kJ/mol